A single C2H3P molecule in a non-equilibrium geometry. Source: the OMol25 dataset; level of theory: ωB97M-V/def2-TZVPD.

Structure (XYZ):
```
6
C2H3P ωB97M-V/def2-TZVPD
C 1.221 0.448 1.153
C 0.172 0.261 0.632
P -1.276 -0.527 0.113
H 2.154 0.749 1.524
H -0.408 -1.584 -0.378
H -1.477 0.027 -1.324
```

E: -419.252791 Ha
SMILES: C#CP
Energy relative to the best compared isomer or geometry (same formula, charge and spin): 6.7 kcal/mol
Molar mass: 58.0 g mol⁻¹
Orbital gap: 10.47 eV
HOMO energy: -9.51 eV
Multiplicity: 1

Löwdin atomic charge list, values in e, 4 entries: 0.02 -0.59 0.71 0.01